Here is a cluster of 2 separate species, C7H17NO in total at a distorted geometry from the Open Molecules 2025 dataset. Energies are from wB97M-V/def2-TZVPD.

Summary:
- structure (SMILES) = CC(N)=O.CCCCC
- orbital gap (hartree) = 0.382
- total energy (Ha) = -406.76437
- ΔE to the lowest compared entry with this formula, charge and spin (kJ/mol) = 435.7
- HOMO level (eV) = -10.162
- strongest force on any atom (hartree/bohr) = 0.136

XYZ file:
```
26
Properties=species:S:1:pos:R:3:forces:R:3
C -1.5375 -2.3353 -0.3020 -1.277 -2.517 -0.754
C -0.5075 -1.7278 0.6708 1.442 -0.754 1.108
C -0.9711 -0.3375 1.0619 -1.159 0.407 -0.136
C 0.1387 0.5246 1.8082 -0.275 -0.223 -1.965
C -0.2581 1.9846 2.1687 -1.917 -0.252 -1.954
C 1.7295 0.4929 -1.5369 3.370 0.538 2.676
C 0.9826 0.0815 -2.7737 -1.639 -1.559 -2.443
H -2.4251 -2.7338 0.3197 1.375 0.416 -0.745
H -2.1086 -1.6767 -1.0379 1.389 -0.315 0.831
H -1.1571 -3.2818 -0.9125 -0.631 2.020 1.306
H 0.5664 -1.5266 0.2943 -1.600 -1.042 0.076
H -0.4346 -2.4433 1.6210 0.089 1.434 -2.008
H -1.2994 0.0129 0.0408 0.233 0.750 1.256
H -1.9292 -0.5041 1.7079 1.530 0.881 -0.916
H 1.1242 0.5964 1.1233 -2.108 -0.937 2.125
H 0.1451 -0.0755 2.7157 1.270 0.158 0.267
H -1.5538 1.9792 1.9782 3.906 0.675 1.335
H 0.2190 2.2277 3.1636 -1.322 0.123 -0.939
H 0.1929 2.6855 1.3633 -0.997 -0.965 1.412
H 1.9288 2.0878 -0.2850 -1.832 -1.156 -1.166
H 0.8977 2.5980 -1.6824 0.795 -4.245 2.819
H 0.7552 0.8815 -3.5964 1.140 -0.966 1.786
H -0.1102 -0.4097 -2.7912 2.373 0.989 1.246
H 1.6270 -0.7139 -3.1833 -0.369 0.389 -0.370
N 1.1501 1.6467 -0.9070 2.207 3.945 -2.026
O 2.8350 -0.0334 -1.0289 -5.992 2.204 -2.819
```
Positions in Å, forces in eV/Å.

Löwdin population analysis, charges in e, atoms 1 to 6: -0.166 -0.325 -0.297 -0.295 -0.146 -0.511

---

Here is a cluster of 2 separate species, C7H17NO2 in total at a distorted geometry from the Open Molecules 2025 dataset. Energies are from wB97M-V/def2-TZVPD.

Summary:
- orbital gap (spin up / spin down) (hartree) = 0.327 / 0.281
- total energy (Ha) = -481.98230
- ΔE to the lowest compared entry with this formula, charge and spin (kJ/mol) = 514.7
- HOMO level (spin up / spin down) (eV) = -8.537 / -7.631
- strongest force on any atom (hartree/bohr) = 0.021

XYZ file:
```
27
Properties=species:S:1:pos:R:3:forces:R:3
C 0.9214 -0.1930 0.6694 -0.015 -0.191 0.618
C -1.4624 0.4342 0.7868 0.438 0.580 0.469
C -0.1212 0.2594 1.6072 -0.604 -0.210 -0.452
C 0.2825 0.1032 -3.2317 -0.051 -0.104 -0.180
C 1.7167 -1.4306 0.9175 -0.170 -0.106 0.119
C 1.7095 0.9237 0.0367 -0.392 -0.303 -0.642
C -2.5482 1.1267 1.5792 -0.014 -0.288 -0.150
N -0.8992 -1.3530 -0.4417 0.343 0.774 0.652
O -1.8574 -0.8526 0.4490 0.313 -0.650 -0.440
O 0.8772 -0.6523 -2.2120 -0.115 -0.511 -0.105
H -1.2241 0.9977 -0.1257 -0.053 -0.010 0.062
H 0.1447 -0.9903 -1.6201 0.447 0.590 -0.546
H -0.8451 -2.3515 -0.2269 -0.093 0.078 0.310
H 0.1084 1.2328 2.0397 0.151 0.053 0.017
H -0.3202 -0.4622 2.3999 -0.061 0.022 0.038
H -0.5412 0.7214 -2.8571 -0.015 0.048 -0.006
H 1.0385 0.7610 -3.6665 -0.042 0.004 -0.006
H -0.1110 -0.5418 -4.0265 -0.027 0.107 -0.058
H 2.1435 -1.7839 -0.0188 0.067 -0.108 -0.034
H 2.5428 -1.2233 1.6067 0.101 0.127 -0.033
H 1.1160 -2.2138 1.3738 -0.041 -0.078 -0.052
H 1.1429 1.8514 -0.0059 -0.031 0.083 0.005
H 2.6182 1.0916 0.6197 -0.044 -0.013 0.257
H 2.0246 0.6577 -0.9701 0.000 -0.005 0.040
H -3.4599 1.1768 0.9884 -0.079 0.064 -0.007
H -2.2358 2.1358 1.8368 0.008 0.059 0.016
H -2.7612 0.5748 2.4922 -0.020 -0.015 0.110
```
Positions in Å, forces in eV/Å.

Löwdin population analysis, charges in e, atoms 1 to 6: -0.286 -0.411 -0.115 -0.180 -0.071 -0.048

---

Here is the ion C7H17NO6P with charge -1 at a distorted geometry from the Open Molecules 2025 dataset. Energies are from wB97M-V/def2-TZVPD.

Summary:
- structure (SMILES) = CCOC(N[C@@H](C)O)(OCC)[P@](=O)([O-])O
- orbital gap (hartree) = 0.296
- total energy (Ha) = -1124.54764
- ΔE to the lowest compared entry with this formula, charge and spin (kJ/mol) = 0.0
- net charge = -1
- HOMO level (eV) = -4.643
- strongest force on any atom (hartree/bohr) = 0.072

XYZ file:
```
32
Properties=species:S:1:pos:R:3:forces:R:3
C -2.1347 0.3693 -2.6399 -2.722 -2.149 0.909
C -1.1792 -3.5493 0.4341 -3.643 0.498 0.114
C 3.1531 1.6559 0.9809 1.438 2.068 -2.203
C -1.6250 0.9251 -1.3086 -1.889 -1.152 -0.282
C -0.3109 -2.4271 0.8361 1.964 2.792 -1.344
C 1.9721 1.4512 -0.0047 2.436 0.588 2.754
C 0.1323 -0.1051 -0.0249 -2.775 1.408 1.286
N 1.5142 0.1470 0.3156 -0.823 -1.912 -2.017
O 0.0584 0.5107 2.7009 -0.201 1.387 -0.118
O -2.3768 0.2291 1.8115 0.655 -0.723 -0.078
O -1.1303 2.3841 1.2105 0.977 -1.671 0.205
O 2.5321 1.5951 -1.2582 -0.843 -0.827 -2.878
O -0.2531 0.6197 -1.1919 0.921 -0.265 0.117
O -0.1776 -1.4434 -0.3201 0.555 -0.936 0.138
P -1.0761 0.8907 1.5006 1.375 0.543 -0.115
H -1.6590 0.8728 -3.4259 0.829 0.327 -1.422
H -2.0373 -0.7734 -2.6818 0.347 1.646 -0.094
H -3.2881 0.5108 -2.7959 1.957 0.143 0.538
H -1.9670 -3.0805 -0.2254 0.998 -0.573 -0.058
H -0.7916 -4.4610 -0.0143 0.353 0.273 0.040
H -1.9158 -3.7979 1.2539 1.248 -0.193 -0.273
H 4.0291 1.0944 0.6761 0.041 -0.635 -0.658
H 3.0089 1.2738 1.9527 -0.752 0.384 1.355
H 3.5740 2.7106 0.8354 -0.862 -1.058 0.971
H -2.2979 0.4611 -0.4898 1.399 0.938 -1.018
H -1.7380 2.0032 -1.3688 -0.042 0.156 0.576
H 0.7388 -2.7293 1.0472 -0.777 0.232 0.443
H -0.7354 -1.6666 1.4910 -0.125 -1.228 1.229
H 1.2915 2.2480 0.1487 -1.396 0.275 0.418
H 2.1142 -0.4352 -0.3062 -0.568 -0.079 0.697
H 0.7483 1.2213 2.7691 -1.095 -0.939 -0.280
H 1.8269 1.2950 -1.9080 1.020 0.682 1.048
```
Positions in Å, forces in eV/Å.

Löwdin population analysis, charges in e, atoms 1 to 6: -0.097 -0.097 -0.041 -0.304 -0.198 -0.522

---

Here is a cluster of 2 separate species, C7H17O2 in total at a distorted geometry from the Open Molecules 2025 dataset. Energies are from wB97M-V/def2-TZVPD.

Summary:
- orbital gap (hartree) = 0.377
- total energy (Ha) = -427.01410
- ΔE to the lowest compared entry with this formula, charge and spin (kJ/mol) = 22.9
- net charge = +1
- HOMO level (eV) = -14.560
- strongest force on any atom (hartree/bohr) = 0.066

XYZ file:
```
26
Properties=species:S:1:pos:R:3:forces:R:3
C -0.8148 -0.5839 1.3785 -1.511 -1.724 1.325
C -2.7165 0.7721 0.3519 0.114 0.248 0.476
C -2.2124 -1.5450 -0.5197 -0.166 -0.012 -1.193
C 2.9753 -0.2973 -0.7056 -1.211 2.343 -2.119
C 0.2524 0.0217 -1.3358 -1.337 0.588 1.868
C 2.4658 1.6244 0.6363 -0.968 0.970 -2.645
C -1.6259 -0.2707 0.1501 -1.565 -1.817 0.746
O 1.9424 0.5734 -0.2391 0.010 0.628 1.298
O -0.8633 0.3868 -0.8698 2.198 1.067 -2.167
H -1.4070 -1.2828 2.0914 0.198 1.775 -1.019
H -0.0460 -1.3082 1.2406 1.310 -0.055 -0.732
H -0.4966 0.2973 1.8953 0.336 0.372 0.389
H -2.2127 1.7391 0.2714 -0.602 0.103 -0.415
H -3.2149 0.8159 1.3037 0.213 -0.579 0.790
H -3.5347 0.5613 -0.3267 0.180 0.734 -0.574
H -1.6867 -1.8894 -1.4773 -0.706 0.808 1.220
H -2.1846 -2.4073 0.1172 0.048 -0.303 0.582
H -3.2791 -1.3252 -0.7269 0.718 -0.496 -0.263
H 2.4490 -0.8885 -1.4682 1.144 0.202 -0.374
H 3.3789 -0.9508 -0.0323 0.681 -1.607 2.411
H 3.7579 0.4032 -1.0049 0.200 -0.692 -0.923
H 0.7373 -0.8269 -0.9262 -0.278 -1.182 -0.329
H 1.6559 2.1420 1.1028 -0.661 -0.621 1.174
H 0.6317 0.5995 -2.1398 0.176 0.231 -0.826
H 3.2175 1.1434 1.1810 0.894 -0.065 1.514
H 2.8312 2.4960 0.0520 0.585 -0.915 -0.214
```
Positions in Å, forces in eV/Å.

Löwdin population analysis, charges in e, atoms 1 to 6: -0.009 0.005 0.015 -0.044 0.144 0.002

---

Here is a structure of composition C7H17O3Tl at a distorted geometry from the Open Molecules 2025 dataset. Energies are from wB97M-V/def2-TZVPD.

Summary:
- orbital gap (hartree) = 0.204
- total energy (Ha) = -674.84518
- HOMO level (eV) = -5.012
- strongest force on any atom (hartree/bohr) = 0.145

XYZ file:
```
28
Properties=species:S:1:pos:R:3:forces:R:3
C 0.9992 0.6333 -0.6210 0.410 0.182 0.420
C 1.5875 -0.6736 -0.1154 1.684 -0.124 -0.687
O 2.3998 -0.3673 1.1582 -0.007 -0.801 -3.989
C 3.1768 -1.4108 1.6895 0.290 -1.137 -0.207
C 3.7739 -0.9088 2.9842 0.907 -0.095 0.026
O 2.7105 -0.4442 3.7918 4.528 -2.039 2.083
C 3.1131 0.0875 5.0330 0.396 0.233 0.755
H 1.8005 1.3872 -0.6632 -0.191 -0.162 -0.124
H 0.6308 0.4665 -1.6433 0.126 -0.033 0.242
H 2.3228 -1.0461 -0.8480 0.235 0.438 0.240
H 0.8396 -1.4836 -0.0928 0.325 0.532 1.247
H 3.9830 -1.7003 0.9933 -0.218 0.125 0.180
H 2.5451 -2.2981 1.8835 0.081 0.282 -0.088
H 4.4777 -0.0813 2.7866 -0.143 -0.178 0.056
H 4.3204 -1.7209 3.4927 -0.093 0.160 -0.214
H 2.2099 0.4065 5.5664 0.178 -0.052 -0.267
H 3.6373 -0.6760 5.6291 -0.142 0.156 -0.189
H 3.7802 0.9533 4.8906 -0.197 -0.202 0.029
C -0.7006 2.3920 2.1530 -0.648 0.685 0.154
O 0.2892 1.6626 1.4582 -0.974 3.138 -3.168
C -0.1504 1.2042 0.1887 -0.952 0.046 -0.577
H -0.2841 2.6846 3.1244 -0.112 -0.219 -0.297
H -0.9715 3.3008 1.5917 0.100 -0.291 0.038
H -1.6023 1.7783 2.3124 0.262 0.129 -0.005
H -0.5950 2.0533 -0.3569 0.140 -0.178 0.035
H -0.9345 0.4394 0.3410 0.251 0.206 -0.009
Tl 1.0361 0.1509 2.7267 -6.413 -0.996 3.698
H -0.0446 -1.4334 1.6233 0.176 0.195 0.620
```
Positions in Å, forces in eV/Å.

Löwdin population analysis, charges in e, atoms 1 to 6: -0.148 -0.189 -0.329 -0.221 -0.190 -0.467

---

Here is a cluster of 2 separate species, C7H18BN3O4 in total at a distorted geometry from the Open Molecules 2025 dataset. Energies are from wB97M-V/def2-TZVPD.

Summary:
- orbital gap (hartree) = 0.157
- total energy (Ha) = -767.31293
- HOMO level (eV) = -5.986
- strongest force on any atom (hartree/bohr) = 0.085

XYZ file:
```
33
Properties=species:S:1:pos:R:3:forces:R:3
C 2.3444 -0.4140 0.2056 0.656 -0.280 0.138
N 1.0329 0.3394 0.1791 -1.097 0.629 -0.387
C 1.1730 1.7830 0.6098 0.538 0.913 -0.639
B 0.2876 0.1852 -1.1343 2.305 1.359 -0.955
O 0.9193 0.8510 -2.3282 -3.422 -2.114 1.700
C -1.1539 -0.5944 -1.3465 -0.672 -0.187 0.882
C -2.3409 0.5282 -1.5408 0.603 -0.229 -0.867
C -2.7153 1.3757 -0.1885 -1.014 1.708 -2.918
N -2.9550 0.5401 1.0492 0.322 0.696 1.126
C -1.9407 -0.5554 1.2926 1.791 -2.832 1.638
C -1.6060 -1.4948 -0.0116 -1.137 0.364 -1.371
H 3.0421 0.0863 -0.6005 -0.965 -1.414 1.648
H 2.8517 -0.3707 1.2811 -1.066 -0.040 -2.368
H 2.1077 -1.5511 -0.0130 0.790 2.325 0.251
H 2.0827 2.2706 0.0263 -1.770 -0.733 1.264
H 0.2118 2.4221 0.3240 1.875 -1.346 0.549
H 1.3554 1.9190 1.7605 -0.309 -0.536 -2.158
H 0.2628 0.6632 -3.0618 1.428 0.453 0.814
H -1.1044 -1.2714 -2.3282 -0.295 1.376 2.216
H -1.9244 1.3044 -2.3452 -1.232 -1.442 1.849
H -3.2700 -0.0159 -2.0195 1.622 1.259 1.194
H -3.7478 1.9286 -0.4196 2.264 -1.169 0.615
H -1.9302 2.2497 -0.0405 -1.457 -2.262 0.244
H -2.8733 1.2061 1.8755 -0.246 -1.055 -1.171
H -3.9199 0.1282 1.1226 1.097 0.584 -0.613
H -2.4304 -1.2830 2.1027 0.965 1.669 -1.722
H -0.9770 -0.1128 1.8300 -1.972 -0.728 -1.702
H -0.8587 -2.3745 0.2039 -1.413 2.067 -0.024
H -2.6436 -1.9905 -0.3324 2.117 0.852 0.802
N 5.1801 -1.9381 0.9619 0.153 -0.053 -0.166
O 4.8711 -3.0181 0.4317 -0.270 -0.429 -0.232
O 5.7055 -1.0406 0.2826 0.094 0.422 -0.275
O 4.9636 -1.7556 2.1714 -0.281 0.174 0.639
```
Positions in Å, forces in eV/Å.

Löwdin population analysis, charges in e, atoms 1 to 6: -0.076 -0.208 -0.112 -0.427 0.051 -0.187

---

Here is a structure of composition C7H18BrGdI2OP2 at a distorted geometry from the Open Molecules 2025 dataset. Energies are from wB97M-V/def2-TZVPD.

Summary:
- spin multiplicity = 8
- orbital gap (spin up / spin down) (hartree) = 0.220 / 0.133
- total energy (Ha) = -4969.81893
- ΔE to the lowest compared entry with this formula, charge and spin (kJ/mol) = 0.0
- net charge = +2
- HOMO level (spin up / spin down) (eV) = -15.480 / -15.275
- strongest force on any atom (hartree/bohr) = 0.123

XYZ file:
```
32
Properties=species:S:1:pos:R:3:forces:R:3
I -5.0428 -0.6361 -0.2564 -0.274 -0.449 -0.077
I -2.1633 -3.2117 -0.5436 0.143 0.099 0.009
Gd -0.3231 -1.0820 -0.1571 0.473 -2.362 -0.140
P 0.0732 0.2329 -2.5829 1.380 0.532 -2.292
C -1.3321 -0.0105 -3.6574 -0.631 -0.296 0.138
C 0.4712 1.9579 -2.8986 -0.042 0.402 0.676
H 0.7332 2.0980 -3.9727 -0.265 -0.101 0.799
H 1.5747 -0.1856 -4.4907 -0.266 -0.162 0.937
H 1.3026 2.2220 -2.2298 -0.205 0.275 -0.449
H 2.3467 -0.4773 -2.8683 -0.134 -0.126 -0.374
H -2.1240 0.6429 -3.3143 -0.343 0.192 -0.166
H -0.4273 2.5255 -2.6134 0.446 0.239 -0.246
C 1.4297 -0.6064 -3.4615 0.356 -0.397 -0.082
H -1.0399 0.2353 -4.6850 0.013 0.071 0.176
H 1.2111 -1.6756 -3.5776 0.167 0.139 0.073
H -1.6986 -1.0264 -3.6257 -0.127 -0.344 -0.068
P -0.0867 -0.4911 2.5443 0.870 -0.296 2.179
C -1.5512 -1.0112 3.4251 -0.489 -0.225 -0.101
C 1.2228 -1.5500 3.2385 0.345 -0.380 0.034
H 1.1428 1.5084 2.8310 -0.247 0.149 0.500
H 0.4683 0.9117 4.4340 -0.209 0.137 -0.836
H -0.6120 1.7064 3.1774 0.444 0.149 0.324
C 0.2740 1.0759 3.3482 0.009 0.573 -0.497
H 2.1726 -1.2679 2.7602 -0.153 -0.237 0.328
H 1.3012 -1.4315 4.3509 -0.186 0.100 -0.971
H -1.3222 -1.0626 4.4959 -0.048 0.107 -0.151
H -1.9057 -1.9764 3.0915 -0.121 -0.329 -0.040
H 1.0077 -2.6081 3.0413 0.173 0.160 -0.023
H -2.3269 -0.2813 3.2301 -0.346 0.132 0.192
C -2.1313 0.4385 -0.0012 -3.265 5.401 0.685
O -2.6409 1.4656 0.1353 2.232 -3.465 -0.440
Br 1.8871 0.4550 0.1217 0.301 0.312 -0.095
```
Positions in Å, forces in eV/Å.

Löwdin population analysis, charges in e, atoms 1 to 6: 0.343 0.177 0.387 0.654 -0.229 -0.239

---

Here is a structure of composition C7H18ClI2OP2Tc at a distorted geometry from the Open Molecules 2025 dataset. Energies are from wB97M-V/def2-TZVPD.

Summary:
- spin multiplicity = 4
- orbital gap (spin up / spin down) (hartree) = 0.191 / 0.125
- total energy (Ha) = -2170.65542
- ΔE to the lowest compared entry with this formula, charge and spin (kJ/mol) = 69.1
- net charge = +3
- HOMO level (spin up / spin down) (eV) = -19.463 / -18.920
- strongest force on any atom (hartree/bohr) = 0.148

XYZ file:
```
32
Properties=species:S:1:pos:R:3:forces:R:3
I 0.0079 -1.6002 -3.3459 0.000 1.105 -0.617
I 0.0072 1.1254 -3.6768 0.010 -1.029 0.159
Tc -0.0025 -0.0693 0.5235 -0.016 2.107 4.120
P -2.2514 -0.0479 -0.0175 -3.682 -0.692 -0.122
C -2.8662 -0.2319 -1.6701 0.599 0.136 -0.630
C -3.1323 -1.3038 1.0295 0.953 -0.203 0.165
H -4.2213 -1.1169 1.0506 0.438 0.140 -0.351
H -3.8537 1.5873 0.8646 0.003 -0.399 -0.151
H -2.7589 -1.2343 2.0652 -0.159 -0.109 -0.359
H -2.2440 1.8211 1.5713 -0.169 0.077 -0.143
H -2.4820 -1.1522 -2.1115 -0.216 -0.113 0.103
H -2.9161 -2.3091 0.6237 -0.257 0.369 0.238
C -2.7800 1.5790 0.6456 1.145 0.479 -0.319
H -3.9514 -0.2399 -1.6980 -0.246 0.032 0.216
H -2.5556 2.3240 -0.1329 -0.113 -0.020 0.348
H -2.4737 0.5836 -2.2828 -0.252 0.025 0.045
P 2.2502 -0.0595 -0.0004 3.689 -0.708 -0.093
C 2.8756 -0.2443 -1.6490 -0.594 0.128 -0.631
C 2.7845 1.5637 0.6676 -1.142 0.485 -0.319
H 2.7358 -1.2518 2.0846 0.159 -0.109 -0.356
H 4.2066 -1.1403 1.0817 -0.437 0.143 -0.355
H 2.8988 -2.3250 0.6424 0.256 0.368 0.242
C 3.1166 -1.3215 1.0517 -0.950 -0.200 0.150
H 2.2433 1.8086 1.5897 0.171 0.076 -0.144
H 3.8566 1.5658 0.8947 -0.007 -0.401 -0.153
H 3.9612 -0.2571 -1.6686 0.238 0.032 0.214
H 2.4911 0.5733 -2.2634 0.247 0.031 0.041
H 2.5702 2.3105 -0.1117 0.109 -0.019 0.346
H 2.4905 -1.1626 -2.0942 0.218 -0.109 0.108
Cl -0.0101 0.0997 2.7700 0.005 0.104 -0.954
O -0.0072 -3.0538 -0.3028 0.005 5.272 2.205
C -0.0055 -1.9255 0.0220 -0.006 -6.999 -3.000
```
Positions in Å, forces in eV/Å.

Löwdin population analysis, charges in e, atoms 1 to 6: 0.517 0.431 0.767 0.735 -0.279 -0.176